No. 1
Density functional theory data (ωB97M-V/def2-TZVPD) for C5H8O as an isolated structure.

Last column: natural (NBO) charge in e.
CARTESIAN COORDINATES (ANGSTROEM)
C1 -1.36 0.70 -0.26  -0.620
C2 0.00 0.43 -0.87  -0.201
C3 1.24 0.01 -0.05  -0.429
C4 0.93 -1.11 0.91  0.311
O1 0.16 -1.77 0.02  -0.489
C5 0.58 -0.90 -1.06  0.081
H1 -1.51 0.12 0.65  0.230
H2 -2.17 0.44 -0.95  0.218
H3 -1.46 1.75 -0.01  0.220
H4 0.30 1.12 -1.66  0.231
H5 2.16 0.57 -0.08  0.240
H6 -0.14 0.30 2.76  -0.041
H7 0.31 -0.28 2.55  0.023
H8 0.97 -1.37 -1.95  0.225

Net charge: 0

No. 2
Density functional theory data (ωB97M-V/def2-TZVPD) for one molecule with the formula C5H8O at a distorted geometry.

Last column: natural (NBO) charge in e.
CARTESIAN COORDINATES (ANGSTROEM)
C1 -1.35 -1.05 -0.06  -0.609
C2 -0.30 -0.07 -0.48  -0.224
C3 -0.13 1.23 0.35  -0.457
C4 1.32 0.84 0.42  0.054
O1 2.01 -0.01 -0.98  -0.526
C5 1.14 -0.53 -0.09  0.068
H1 -1.19 -1.33 0.99  0.202
H2 -2.35 -0.65 -0.17  0.213
H3 -1.24 -1.96 -0.67  0.216
H4 -0.31 0.21 -1.54  0.225
H5 -0.67 1.13 1.32  0.227
H6 -0.40 2.21 -0.05  0.213
H7 2.19 1.47 0.53  0.224
H8 1.29 -1.49 0.42  0.175

SMILES: C[C@H]1C[C@@H]2O[C@@H]21
Net charge: 0

Calculated energy above the lowest of the compared OMol25 structures with the same formula, charge and spin, 133.4 84.8 kcal/mol (same order as the records).